{
  "formula": "B2F2H8O2PRb2",
  "method": "ωB97M-V with the def2-TZVPD basis set",
  "total_charge": -1,
  "de_lowest_kcal_mol": 147.40,
  "lumo_ev": 1.19,
  "spin_multiplicity": 1,
  "orbital_gap_ha": 0.214,
  "homo_ev": -4.641,
  "elements": ["Rb", "Rb", "O", "P", "O", "F", "F", "B", "H", "H", "H", "H", "B", "H", "H", "H", "H"],
  "positions_angstrom": [[-0.27, 1.17, -1.11], [0.02, -1.27, -3.03], [0.70, 2.21, 0.05], [1.74, 1.62, 0.85], [2.86, 0.91, 0.19], [0.99, 0.50, 1.84], [2.38, 2.75, 1.88], [-2.31, -0.82, 0.65], [-1.53, -1.28, 1.23], [-2.77, -0.06, 1.26], [-1.87, -0.37, -0.22], [-3.10, -1.51, 0.39], [0.60, -0.75, -0.81], [1.25, -1.54, -0.45], [0.65, -0.05, 0.02], [1.05, -0.40, -1.72], [-0.39, -1.12, -1.01]]
}

---

{
  "formula": "C25H14BrF5N4O4Zn",
  "method": "ωB97M-V with the def2-TZVPD basis set",
  "de_lowest_kcal_mol": 11.97,
  "lumo_ev": -1.98,
  "spin_multiplicity": 1,
  "orbital_gap_ha": 0.201,
  "homo_ev": -7.458,
  "elements": ["Zn", "O", "C", "C", "C", "C", "C", "C", "C", "O", "N", "N", "C", "C", "C", "C", "C", "C", "C", "O", "H", "H", "H", "H", "H", "H", "H", "H", "H", "H", "F", "C", "C", "C", "F", "C", "F", "C", "F", "C", "F", "Br", "C", "C", "C", "C", "C", "N", "H", "H", "H", "H", "O", "N"],
  "positions_angstrom": [[0.15, 0.53, -0.07], [1.47, -0.32, 4.17], [1.07, -1.60, 4.06], [1.51, -2.50, 5.04], [1.15, -3.83, 4.98], [0.34, -4.30, 3.95], [-0.11, -3.42, 2.98], [0.25, -2.07, 3.02], [-0.21, -1.14, 1.96], [0.44, -0.02, 1.79], [-1.24, -1.51, 1.23], [-1.48, -0.59, 0.25], [-2.61, -0.57, -0.34], [-2.96, 0.39, -1.36], [-4.20, 0.24, -2.00], [-4.63, 1.12, -2.96], [-3.82, 2.20, -3.32], [-2.60, 2.39, -2.70], [-2.13, 1.52, -1.69], [-1.00, 1.80, -1.10], [1.21, 0.14, 3.35], [2.14, -2.11, 5.83], [1.52, -4.51, 5.73], [0.06, -5.34, 3.91], [-0.74, -3.74, 2.17], [-3.36, -1.30, -0.05], [-4.81, -0.61, -1.73], [-5.59, 0.98, -3.45], [-4.15, 2.89, -4.08], [-1.97, 3.22, -2.97], [2.31, 3.27, -3.50], [1.95, 3.79, -2.35], [1.60, 2.98, -1.26], [1.24, 3.62, -0.07], [0.93, 2.90, 1.00], [1.21, 4.99, 0.05], [0.86, 5.56, 1.19], [1.56, 5.77, -1.04], [1.55, 7.08, -0.95], [1.93, 5.17, -2.24], [2.27, 5.92, -3.27], [3.45, -0.85, 0.53], [2.15, -1.94, -0.28], [2.35, -3.31, -0.29], [1.47, -4.09, -1.01], [0.45, -3.47, -1.72], [0.32, -2.10, -1.64], [1.13, -1.34, -0.89], [3.19, -3.73, 0.25], [1.58, -5.16, -1.03], [-0.25, -4.04, -2.33], [-0.47, -1.57, -2.16], [1.96, 1.05, -2.29], [1.56, 1.57, -1.29]]
}

---

{
  "formula": "C4H7NO2",
  "method": "ωB97M-V with the def2-TZVPD basis set",
  "de_lowest_kcal_mol": 129.07,
  "lumo_ev": 0.63,
  "spin_multiplicity": 1,
  "orbital_gap_ha": 0.339,
  "homo_ev": -8.595,
  "elements": ["C", "C", "C", "C", "O", "N", "O", "H", "H", "H", "H", "H", "H", "H"],
  "positions_angstrom": [[0.56, -0.21, 0.46], [-0.15, 1.06, -0.22], [-1.15, 0.87, 1.05], [0.80, -0.36, -1.09], [0.07, -1.38, 0.97], [0.31, -1.39, -1.73], [-2.35, 0.77, 0.87], [0.50, -2.11, 0.47], [1.48, 0.13, 0.94], [-0.55, -1.74, -1.30], [-0.77, 1.03, 2.07], [0.36, 1.98, 0.04], [-0.82, 1.24, -1.05], [1.70, 0.11, -1.49]]
}

---

{
  "formula": "C31H45BrN2P2Re",
  "method": "ωB97M-V with the def2-TZVPD basis set",
  "total_charge": 4,
  "lumo_ev": [-13.11, -14.00],
  "spin_multiplicity": 4,
  "orbital_gap_ha": [0.216, 0.193],
  "homo_ev": [-18.982, -19.237],
  "elements": ["C", "C", "C", "C", "N", "C", "C", "C", "C", "C", "C", "C", "C", "C", "Re", "P", "H", "H", "H", "H", "H", "H", "H", "H", "C", "C", "H", "H", "H", "H", "H", "C", "C", "H", "H", "H", "H", "H", "C", "C", "H", "H", "H", "H", "H", "Br", "P", "C", "C", "H", "H", "H", "H", "H", "C", "C", "H", "H", "H", "H", "H", "C", "C", "H", "H", "H", "H", "H", "C", "C", "C", "C", "N", "C", "C", "H", "H", "H", "H", "H", "H", "H"],
  "positions_angstrom": [[1.35, -7.59, 0.71], [0.97, -6.50, -0.09], [0.30, -6.78, -1.31], [0.06, -8.11, -1.67], [0.45, -9.12, -0.89], [1.07, -8.89, 0.27], [1.30, -5.15, 0.31], [1.46, -3.94, 0.27], [1.40, -2.58, 0.02], [0.37, -1.95, 0.83], [-0.55, -1.10, 0.08], [0.28, -0.29, -0.90], [1.29, -0.86, -1.69], [1.91, -1.99, -1.14], [0.50, 0.37, 0.93], [-1.36, 1.54, 1.31], [0.00, -5.97, -1.98], [1.89, -7.42, 1.63], [-0.45, -8.35, -2.61], [1.37, -9.75, 0.88], [2.75, -2.47, -1.64], [0.02, -2.48, 1.72], [1.68, -0.36, -2.56], [-1.63, -1.24, -0.01], [-1.08, 3.38, 1.43], [-2.19, 4.32, 0.96], [-0.14, 3.57, 0.88], [-0.85, 3.57, 2.49], [-1.93, 5.35, 1.24], [-2.32, 4.32, -0.13], [-3.16, 4.10, 1.43], [-2.70, 1.33, 0.09], [-3.73, 0.22, 0.32], [-2.21, 1.18, -0.88], [-3.19, 2.31, 0.02], [-4.66, 0.47, -0.22], [-3.38, -0.74, -0.08], [-3.95, 0.12, 1.38], [-2.20, 1.21, 2.95], [-3.44, 2.04, 3.25], [-1.44, 1.36, 3.72], [-2.43, 0.13, 2.96], [-3.84, 1.73, 4.22], [-3.21, 3.11, 3.34], [-4.24, 1.92, 2.52], [2.09, 2.04, -0.18], [-0.15, 1.87, -4.37], [-1.33, 2.18, -3.00], [-2.41, 3.18, -3.46], [-0.75, 2.55, -2.14], [-1.79, 1.21, -2.75], [-3.26, 3.15, -2.77], [-2.02, 4.21, -3.47], [-2.76, 2.94, -4.46], [1.44, 2.55, -3.75], [2.30, 2.97, -4.95], [1.93, 1.80, -3.11], [1.22, 3.43, -3.11], [3.12, 3.62, -4.63], [2.75, 2.10, -5.46], [1.70, 3.52, -5.68], [0.04, 0.05, -4.43], [-0.49, -0.64, -5.68], [-0.45, -0.34, -3.54], [1.12, -0.14, -4.35], [-0.17, -1.69, -5.66], [-1.59, -0.65, -5.72], [-0.09, -0.19, -6.59], [3.76, 1.48, 6.67], [3.07, 1.23, 5.36], [2.10, 2.12, 4.91], [1.44, 1.87, 3.71], [1.70, 0.78, 2.97], [2.65, -0.07, 3.37], [3.37, 0.13, 4.55], [4.28, 2.46, 6.67], [3.04, 1.51, 7.50], [4.50, 0.70, 6.90], [1.82, 3.01, 5.47], [0.66, 2.53, 3.32], [2.82, -0.92, 2.71], [4.17, -0.58, 4.81]]
}

---

{
  "formula": "C92H198F15N3O13P3",
  "method": "ωB97M-V with the def2-TZVPD basis set",
  "total_charge": 1,
  "lumo_ev": -1.41,
  "spin_multiplicity": 1,
  "orbital_gap_ha": 0.294,
  "homo_ev": -9.414,
  "elements": ["C", "C", "N", "C", "C", "C", "C", "C", "O", "C", "H", "H", "H", "H", "H", "H", "H", "H", "H", "H", "H", "H", "H", "H", "H", "H", "H", "H", "H", "H", "C", "C", "N", "C", "C", "C", "C", "C", "O", "C", "H", "H", "H", "H", "H", "H", "H", "H", "H", "H", "H", "H", "H", "H", "H", "H", "H", "H", "H", "H", "C", "C", "N", "C", "C", "C", "C", "C", "O", "C", "H", "H", "H", "H", "H", "H", "H", "H", "H", "H", "H", "H", "H", "H", "H", "H", "H", "H", "H", "H", "C", "C", "C", "C", "P", "C", "C", "C", "C", "C", "C", "C", "C", "C", "C", "C", "C", "H", "H", "H", "H", "H", "H", "H", "H", "H", "H", "H", "H", "H", "H", "H", "H", "H", "H", "H", "H", "H", "H", "H", "H", "H", "H", "H", "H", "H", "H", "H", "H", "H", "H", "H", "H", "C", "C", "C", "C", "P", "C", "C", "C", "C", "C", "C", "C", "C", "C", "C", "C", "C", "H", "H", "H", "H", "H", "H", "H", "H", "H", "H", "H", "H", "H", "H", "H", "H", "H", "H", "H", "H", "H", "H", "H", "H", "H", "H", "H", "H", "H", "H", "H", "H", "H", "H", "H", "H", "C", "C", "C", "C", "P", "C", "C", "C", "C", "C", "C", "C", "C", "C", "C", "C", "C", "H", "H", "H", "H", "H", "H", "H", "H", "H", "H", "H", "H", "H", "H", "H", "H", "H", "H", "H", "H", "H", "H", "H", "H", "H", "H", "H", "H", "H", "H", "H", "H", "H", "H", "H", "H", "C", "O", "O", "C", "F", "F", "F", "C", "C", "H", "H", "H", "H", "H", "H", "C", "O", "O", "C", "F", "F", "F", "C", "C", "H", "H", "H", "H", "H", "H", "C", "O", "O", "C", "F", "F", "F", "C", "C", "H", "H", "H", "H", "H", "H", "C", "O", "O", "C", "F", "F", "F", "C", "C", "H", "H", "H", "H", "H", "H", "C", "O", "O", "C", "F", "F", "F", "C", "C", "H", "H", "H", "H", "H", "H"],
  "positions_angstrom": [[16.79, 21.69, 14.53], [17.81, 20.81, 15.18], [17.93, 19.49, 14.45], [16.57, 18.90, 14.40], [18.52, 19.70, 12.99], [18.43, 18.53, 12.16], [18.78, 18.47, 15.21], [20.15, 19.00, 15.53], [20.17, 20.08, 16.36], [21.38, 20.72, 16.42], [17.25, 22.68, 14.39], [15.80, 21.67, 15.04], [16.67, 21.44, 13.53], [17.60, 20.61, 16.24], [18.85, 21.14, 15.22], [16.65, 17.87, 14.66], [16.05, 19.13, 13.52], [15.96, 19.18, 15.29], [19.56, 20.07, 13.10], [17.96, 20.54, 12.55], [18.84, 18.88, 11.19], [17.41, 18.19, 11.95], [19.06, 17.70, 12.44], [18.91, 17.65, 14.50], [18.18, 18.09, 15.97], [20.64, 19.23, 14.58], [20.67, 18.02, 15.83], [21.47, 21.40, 17.28], [21.63, 21.35, 15.61], [22.20, 20.02, 16.51], [12.82, 19.59, 22.27], [12.90, 21.03, 22.80], [11.73, 21.99, 22.62], [10.64, 21.67, 23.62], [12.25, 23.42, 22.81], [12.62, 23.68, 24.28], [11.22, 21.87, 21.19], [12.27, 22.14, 20.13], [12.02, 23.44, 19.71], [12.94, 23.81, 18.72], [12.86, 19.56, 21.19], [11.96, 18.97, 22.62], [13.74, 19.15, 22.59], [13.72, 21.53, 22.31], [13.05, 20.98, 23.91], [11.16, 21.72, 24.57], [10.32, 20.57, 23.47], [9.72, 22.31, 23.52], [11.56, 24.20, 22.55], [13.09, 23.49, 22.14], [13.60, 24.22, 24.30], [12.77, 22.80, 24.85], [11.77, 24.23, 24.65], [10.38, 22.52, 21.00], [10.85, 20.83, 21.09], [12.13, 21.47, 19.19], [13.27, 22.01, 20.58], [14.02, 23.65, 18.98], [12.90, 24.89, 18.52], [12.65, 23.26, 17.80], [16.63, 12.36, 24.41], [15.72, 13.57, 24.12], [15.39, 14.54, 25.21], [16.71, 15.14, 25.77], [14.69, 15.67, 24.47], [14.17, 16.90, 25.31], [14.65, 13.99, 26.36], [13.20, 13.80, 26.15], [13.05, 12.72, 25.16], [11.72, 12.55, 24.78], [16.29, 11.70, 25.28], [17.64, 12.62, 24.60], [16.55, 11.76, 23.42], [14.75, 13.19, 23.80], [16.07, 14.13, 23.30], [16.39, 15.96, 26.41], [17.21, 15.49, 24.88], [17.31, 14.47, 26.36], [13.89, 15.17, 23.87], [15.43, 15.94, 23.72], [13.47, 17.38, 24.63], [15.00, 17.56, 25.48], [13.65, 16.59, 26.24], [14.89, 14.56, 27.21], [15.17, 13.03, 26.57], [12.70, 14.68, 25.77], [12.68, 13.48, 27.06], [11.19, 13.51, 24.71], [11.21, 11.87, 25.46], [11.61, 12.14, 23.81], [18.93, 23.39, 17.32], [18.68, 24.01, 18.73], [19.22, 23.14, 19.84], [20.72, 22.96, 19.86], [21.44, 22.13, 21.35], [20.65, 23.03, 22.74], [21.22, 24.35, 23.15], [20.05, 25.23, 23.57], [20.63, 26.69, 23.93], [20.95, 20.37, 21.11], [22.09, 19.55, 20.44], [21.83, 18.05, 20.44], [23.01, 17.21, 19.82], [23.24, 22.44, 20.72], [24.05, 23.41, 21.62], [24.01, 24.86, 21.07], [24.96, 25.15, 19.91], [20.06, 23.24, 17.16], [18.50, 23.98, 16.57], [18.54, 22.40, 17.32], [17.67, 24.43, 18.90], [19.21, 24.98, 18.79], [18.68, 22.17, 19.83], [18.90, 23.66, 20.75], [21.18, 23.95, 19.74], [21.06, 22.37, 19.00], [20.70, 22.23, 23.49], [19.60, 23.15, 22.51], [21.77, 24.81, 22.33], [21.90, 24.24, 24.03], [19.40, 24.85, 24.38], [19.38, 25.36, 22.76], [19.78, 27.34, 24.32], [21.14, 27.09, 23.04], [21.36, 26.53, 24.70], [20.04, 20.23, 20.57], [20.76, 19.98, 22.16], [22.98, 19.71, 21.05], [22.29, 19.88, 19.45], [20.92, 17.78, 19.81], [21.71, 17.69, 21.46], [22.71, 16.15, 19.92], [24.00, 17.43, 20.35], [23.11, 17.31, 18.68], [23.21, 22.78, 19.72], [23.65, 21.39, 20.63], [25.08, 23.08, 21.66], [23.63, 23.41, 22.59], [24.24, 25.50, 21.92], [23.09, 25.20, 20.74], [24.95, 26.17, 19.64], [24.66, 24.62, 18.99], [25.98, 24.88, 20.12], [22.87, 13.65, 25.86], [21.34, 13.68, 25.99], [20.90, 14.73, 26.98], [21.77, 14.90, 28.25], [20.88, 14.82, 29.74], [19.53, 15.97, 29.74], [19.81, 17.50, 29.56], [18.63, 18.30, 29.08], [18.18, 17.74, 27.71], [20.37, 12.98, 29.95], [19.80, 12.59, 31.31], [20.36, 11.32, 31.94], [19.58, 10.91, 33.30], [21.95, 15.46, 31.03], [23.10, 14.49, 31.48], [24.33, 14.29, 30.60], [25.49, 13.78, 31.51], [23.34, 13.36, 26.82], [23.11, 14.67, 25.69], [23.23, 13.12, 25.02], [21.08, 12.64, 26.13], [20.83, 13.91, 25.01], [19.84, 14.51, 27.21], [20.85, 15.69, 26.52], [22.39, 15.76, 28.37], [22.42, 14.00, 28.24], [18.79, 15.82, 30.50], [18.97, 15.56, 28.88], [20.59, 17.66, 28.85], [20.18, 18.01, 30.48], [18.95, 19.35, 28.93], [17.84, 18.24, 29.89], [17.79, 16.71, 27.75], [19.01, 17.59, 27.04], [17.33, 18.35, 27.23], [21.30, 12.44, 29.65], [19.54, 12.82, 29.22], [18.71, 12.51, 31.07], [19.88, 13.36, 32.07], [21.47, 11.48, 32.09], [20.29, 10.52, 31.14], [19.60, 11.71, 34.03], [20.02, 10.06, 33.79], [18.53, 10.62, 33.16], [21.23, 15.45, 31.88], [22.28, 16.48, 30.76], [22.75, 13.52, 31.69], [23.50, 14.93, 32.38], [24.65, 15.22, 30.12], [24.11, 13.59, 29.75], [25.80, 14.58, 32.28], [26.33, 13.53, 30.84], [25.19, 12.91, 32.17], [10.64, 12.81, 18.05], [12.09, 12.37, 17.83], [13.25, 13.10, 18.54], [13.69, 14.50, 18.00], [14.56, 15.53, 19.20], [13.62, 15.46, 20.78], [12.26, 16.22, 20.74], [11.35, 15.70, 21.78], [9.96, 16.31, 21.68], [16.27, 14.97, 19.12], [16.61, 13.54, 19.54], [18.15, 13.30, 19.49], [18.83, 14.07, 18.32], [14.66, 17.34, 18.80], [15.38, 18.10, 19.94], [16.64, 18.93, 19.46], [17.75, 18.16, 18.74], [10.48, 13.18, 19.09], [9.90, 12.10, 17.90], [10.41, 13.63, 17.36], [12.25, 12.28, 16.73], [12.20, 11.31, 18.17], [14.15, 12.45, 18.56], [12.92, 13.15, 19.59], [12.79, 14.96, 17.66], [14.33, 14.36, 17.09], [14.40, 15.78, 21.43], [13.36, 14.49, 21.18], [11.77, 15.88, 19.84], [12.42, 17.30, 20.72], [11.75, 15.80, 22.82], [11.30, 14.59, 21.64], [9.17, 15.64, 22.02], [9.70, 16.48, 20.59], [10.01, 17.33, 22.18], [16.75, 15.66, 19.77], [16.50, 15.19, 18.02], [16.21, 12.85, 18.81], [16.26, 13.33, 20.56], [18.38, 12.26, 19.46], [18.64, 13.57, 20.43], [19.86, 13.76, 18.23], [18.82, 15.18, 18.60], [18.28, 14.01, 17.39], [13.68, 17.71, 18.61], [15.31, 17.28, 17.88], [15.60, 17.33, 20.71], [14.73, 18.78, 20.52], [17.12, 19.39, 20.34], [16.31, 19.75, 18.86], [18.46, 17.66, 19.40], [18.50, 18.76, 18.19], [17.31, 17.42, 18.06], [16.64, 13.54, 29.30], [17.01, 13.96, 30.70], [17.58, 13.74, 28.43], [16.34, 11.96, 29.57], [15.60, 11.73, 30.71], [15.59, 11.48, 28.52], [17.43, 11.23, 29.60], [16.10, 14.71, 31.42], [15.98, 16.22, 31.15], [16.94, 16.68, 31.48], [15.86, 16.45, 30.15], [15.17, 16.57, 31.72], [16.46, 14.72, 32.48], [15.04, 14.31, 31.41], [15.70, 14.06, 29.13], [17.76, 16.75, 22.59], [18.84, 16.23, 23.34], [16.73, 15.96, 22.43], [17.35, 18.06, 23.31], [18.34, 19.00, 23.01], [16.23, 18.62, 22.78], [17.26, 18.07, 24.59], [19.20, 14.95, 22.70], [20.36, 15.17, 21.72], [21.28, 15.48, 22.22], [20.62, 14.21, 21.30], [20.24, 15.90, 20.93], [18.34, 14.59, 22.17], [19.43, 14.29, 23.44], [18.14, 17.12, 21.56], [22.33, 20.51, 23.92], [21.39, 21.06, 24.87], [22.52, 21.38, 22.94], [23.71, 20.26, 24.65], [24.35, 21.41, 24.85], [23.80, 19.61, 25.79], [24.48, 19.51, 23.84], [20.61, 20.16, 25.48], [19.41, 21.00, 25.99], [19.01, 21.63, 25.23], [18.61, 20.47, 26.49], [19.84, 21.73, 26.77], [21.06, 19.68, 26.32], [20.11, 19.46, 24.80], [21.94, 19.52, 23.63], [16.17, 15.18, 15.00], [16.08, 13.99, 15.80], [16.32, 16.20, 15.77], [17.41, 14.96, 13.95], [17.47, 16.10, 13.24], [18.58, 14.66, 14.42], [17.09, 13.98, 13.08], [15.90, 12.74, 15.12], [15.38, 11.66, 16.04], [14.31, 11.82, 16.38], [15.28, 10.71, 15.50], [15.97, 11.54, 16.97], [16.83, 12.50, 14.60], [15.19, 12.94, 14.30], [15.27, 15.17, 14.33], [15.76, 23.16, 21.84], [15.56, 22.78, 23.25], [14.86, 22.59, 21.11], [15.61, 24.78, 21.83], [15.98, 25.16, 20.58], [14.39, 25.30, 22.01], [16.39, 25.39, 22.71], [16.67, 22.73, 24.10], [16.13, 21.80, 25.25], [15.04, 22.00, 25.44], [16.15, 20.72, 24.98], [16.65, 21.86, 26.22], [16.97, 23.73, 24.49], [17.61, 22.48, 23.57], [16.81, 23.01, 21.58]]
}

---

Q: Number 5 is which compound?
A: C92H198F15N3O13P3

---

Q: Number 4 is which compound?
A: C31H45BrN2P2Re